No. 1
A molecular structure, C33H50InN6O3Si2. Source: the Open Molecules 2025 dataset; level of theory: ωB97M-V/def2-TZVPD.

Geometry as ORCA input:
```
! wB97M-V def2-TZVPD RIJCOSX def2/J DEFGRID3
* xyz -1 1
In 0.071 0.081 0.109
N -0.520 -1.757 -0.958
C -0.695 -1.663 -2.407
C -1.708 -0.562 -2.679
N -1.214 0.782 -2.336
C -2.326 1.662 -1.975
C -2.978 1.295 -0.641
N -1.997 1.182 0.441
C -0.469 1.294 -3.504
C -0.009 2.748 -3.464
N 0.574 3.092 -2.176
H 0.187 -2.438 -0.703
H -1.444 -1.967 -0.471
H -1.087 -2.600 -2.813
H 0.258 -1.459 -2.895
H -2.565 -0.785 -2.052
H -2.032 -0.583 -3.728
H -3.107 1.649 -2.751
H -1.929 2.674 -1.901
H -3.477 0.330 -0.698
H -3.739 2.049 -0.427
H -2.367 0.638 1.220
H -1.691 2.087 0.786
H -1.098 1.178 -4.403
H 0.409 0.665 -3.628
H -0.852 3.415 -3.662
H 0.687 2.869 -4.305
H 0.974 4.021 -2.181
H 1.336 2.451 -1.969
C 2.512 -1.224 2.021
Si 0.915 -1.159 3.018
C 0.853 -2.793 3.973
C 1.187 0.225 4.299
N -0.447 -0.988 1.968
C -1.732 -1.277 2.478
C -2.011 -0.956 3.821
C -3.121 -1.403 4.528
C -4.034 -2.200 3.862
C -3.858 -2.413 2.501
C -2.798 -1.883 1.726
N -2.781 -1.980 0.341
Si -4.188 -2.350 -0.529
C -3.999 -2.180 -2.415
C -5.638 -1.179 -0.141
C -4.862 -4.133 -0.443
H 3.320 -1.581 2.670
H 2.796 -0.234 1.651
H 2.441 -1.901 1.165
H 1.514 -2.766 4.847
H 1.168 -3.621 3.331
H -0.162 -3.003 4.320
H 2.256 0.361 4.499
H 0.691 0.014 5.253
H 0.798 1.169 3.910
H -1.288 -0.336 4.341
H -3.247 -1.142 5.573
H -4.878 -2.644 4.379
H -4.586 -3.031 1.988
H -3.806 -1.158 -2.760
H -4.952 -2.493 -2.855
H -3.221 -2.837 -2.824
H -5.507 -0.221 -0.659
H -5.675 -0.967 0.931
H -6.608 -1.591 -0.439
H -4.066 -4.845 -0.693
H -5.673 -4.272 -1.167
H -5.247 -4.414 0.541
O 2.874 0.486 -4.064
C 3.978 -0.130 -3.540
C 5.195 -0.086 -4.212
C 6.310 -0.722 -3.689
C 6.207 -1.418 -2.494
C 4.983 -1.478 -1.845
C 3.858 -0.833 -2.343
C 2.551 -0.993 -1.582
O 2.285 -2.136 -1.193
O 1.896 0.082 -1.344
H 3.122 0.916 -4.886
H 5.262 0.450 -5.155
H 7.249 -0.685 -4.227
H 7.073 -1.916 -2.076
H 4.871 -2.045 -0.928
C 1.101 1.802 0.950
C 1.821 2.661 1.414
C 2.673 3.676 1.964
C 2.429 4.211 3.232
C 3.258 5.193 3.752
C 4.345 5.655 3.022
C 4.596 5.129 1.761
C 3.770 4.148 1.235
H 1.585 3.846 3.802
H 3.057 5.602 4.735
H 4.991 6.422 3.430
H 5.442 5.486 1.187
H 3.961 3.731 0.255
*
```

Values from the calculation:
LUMO = 2.2 eV
frontier orbital gap = 5.719 eV
HOMO = -3.53 eV



No. 2
A molecular structure, C17H28BrCl3N2OReSSi. Source: the Open Molecules 2025 dataset; level of theory: ωB97M-V/def2-TZVPD.

Geometry as ORCA input:
```
! wB97M-V def2-TZVPD RIJCOSX def2/J DEFGRID3
* xyz 2 2
Re -1.146 3.426 0.085
C 4.293 -2.041 1.909
C 4.534 -0.855 0.958
C 5.536 0.101 1.600
C 5.111 -1.368 -0.374
C 3.203 -0.190 0.672
C 2.981 1.173 0.947
C 1.752 1.692 0.659
Br 1.336 3.504 0.980
C 0.681 0.934 0.108
O -0.455 1.503 -0.108
C 0.912 -0.450 -0.204
C 2.157 -0.944 0.100
C -0.177 -1.292 -0.860
C -0.592 -0.658 -2.196
C 0.318 -2.711 -1.148
C -1.391 -1.387 0.071
H 5.247 -2.520 2.123
H 3.639 -2.795 1.475
H 3.864 -1.711 2.855
H 6.461 -0.439 1.793
H 5.184 0.487 2.557
H 5.786 0.938 0.948
H 6.079 -1.829 -0.184
H 5.260 -0.555 -1.084
H 4.475 -2.121 -0.837
H 3.770 1.770 1.375
H 2.371 -1.977 -0.119
H 0.258 -0.552 -2.869
H -1.043 0.323 -2.054
H -1.323 -1.298 -2.688
H 1.166 -2.720 -1.832
H -0.483 -3.275 -1.624
H 0.593 -3.244 -0.239
H -1.824 -0.406 0.267
H -1.128 -1.848 1.023
H -2.149 -2.015 -0.399
Cl -1.028 5.690 0.154
Si -1.768 3.322 -2.077
Cl -3.575 3.621 -2.984
Cl -0.480 3.132 -3.607
C -4.935 -0.590 1.499
N -4.195 0.671 1.503
C -4.113 1.613 0.583
S -3.065 2.973 1.125
N -4.732 1.660 -0.568
C -5.761 0.797 -1.154
H -4.428 -1.259 2.190
H -4.906 -1.037 0.511
H -5.962 -0.440 1.829
H -3.708 0.894 2.361
H -4.517 2.484 -1.114
H -6.455 0.452 -0.395
H -5.313 -0.044 -1.680
H -6.314 1.409 -1.862
*
```

Values from the calculation:
LUMO (spin up / spin down) = -7.6 / -8.8 eV
frontier orbital gap (spin up / spin down) = 6.830 / 5.702 eV
HOMO (spin up / spin down) = -14.44 / -14.50 eV



No. 3
A molecular structure, C4H7N3OS. Source: the Open Molecules 2025 dataset; level of theory: ωB97M-V/def2-TZVPD.

Geometry as ORCA input:
```
! wB97M-V def2-TZVPD RIJCOSX def2/J DEFGRID3
* xyz 0 1
C -1.419 -0.906 0.160
C 2.020 -0.427 0.101
C -1.669 0.626 0.015
C -0.353 1.236 -0.171
N -0.195 -1.287 0.295
N 0.671 -0.308 0.167
N 2.497 -1.682 -0.043
O -0.071 2.372 0.500
S 2.941 0.932 0.030
H -2.319 -1.608 0.109
H -2.217 0.934 -0.882
H -2.182 0.889 1.073
H -0.045 1.265 -1.217
H 1.682 -2.295 0.143
H 3.477 -1.678 0.111
H 0.788 2.714 0.234
*
```

Values from the calculation:
LUMO = 0.7 eV
frontier orbital gap = 8.857 eV
HOMO = -8.11 eV



No. 4
A molecular structure, C41H36BBiN10PS2. Source: the Open Molecules 2025 dataset; level of theory: ωB97M-V/def2-TZVPD.

Geometry as ORCA input:
```
! wB97M-V def2-TZVPD RIJCOSX def2/J DEFGRID3
* xyz -1 1
Bi -1.443 -0.325 0.908
C -0.190 -2.132 5.065
C -1.251 -1.302 4.584
N -1.864 -1.838 3.566
N -1.213 -2.995 3.226
C -0.126 -3.118 4.102
B -1.646 -3.999 2.105
N -2.912 -3.598 1.353
C -4.126 -4.194 1.486
C -5.070 -3.550 0.736
C -4.362 -2.543 0.123
N -3.086 -2.591 0.429
N -0.464 -4.292 1.198
C 0.532 -5.246 1.321
C 1.474 -5.040 0.349
C 0.962 -3.984 -0.432
N -0.180 -3.557 0.048
H 0.460 -1.954 5.936
H -1.494 -0.331 4.971
H 0.601 -3.906 4.003
H -1.900 -5.059 2.642
H -4.268 -5.113 2.106
H -6.157 -3.646 0.645
H -4.758 -1.839 -0.591
H 0.408 -6.006 2.069
H 2.365 -5.617 0.216
H 1.440 -3.512 -1.279
S -3.646 0.764 1.967
C -3.454 2.430 1.606
C -4.587 3.245 1.653
C -4.516 4.556 1.150
C -5.713 5.318 0.951
N -6.633 5.983 0.796
C -3.227 5.119 0.800
C -2.075 4.335 0.933
C -2.188 2.988 1.247
S -0.675 2.130 1.211
C -3.213 6.442 0.229
N -3.317 7.513 -0.221
H -5.517 2.762 2.017
H -1.085 4.741 0.721
C 2.875 3.856 -2.005
C 3.513 2.622 -1.825
C 2.800 1.439 -1.903
C 1.389 1.447 -2.118
C 0.776 2.704 -2.332
C 1.537 3.885 -2.267
P 0.534 -0.142 -1.983
C 0.872 -1.034 -3.477
C 1.764 -0.623 -4.467
C 1.828 -1.233 -5.714
C 0.997 -2.310 -5.980
C 0.173 -2.795 -4.991
C 0.043 -2.138 -3.783
C -1.173 0.364 -2.261
C -1.607 0.604 -3.582
C -2.911 0.837 -3.861
C -3.843 0.873 -2.815
C -3.401 0.760 -1.520
C -2.097 0.399 -1.206
H 3.441 4.765 -1.891
H 4.589 2.557 -1.620
H 3.317 0.501 -1.809
H -0.248 2.865 -2.655
H 1.036 4.778 -2.499
H 2.379 0.214 -4.300
H 2.546 -0.971 -6.426
H 0.924 -2.729 -6.991
H -0.415 -3.722 -5.171
H -0.719 -2.446 -3.055
H -0.877 0.625 -4.400
H -3.247 1.006 -4.865
H -4.933 0.994 -2.998
H -4.104 0.947 -0.709
N 0.983 -0.412 1.992
C 2.084 -0.052 2.128
N 3.337 0.371 2.194
C 3.555 1.630 2.931
C 4.781 2.308 2.373
C 5.984 1.305 2.306
C 5.614 -0.039 1.591
C 4.425 -0.623 2.303
H 3.591 1.410 3.999
H 2.705 2.334 2.758
H 5.085 3.139 2.977
H 4.561 2.740 1.356
H 6.327 1.052 3.348
H 6.806 1.783 1.847
H 6.467 -0.667 1.641
H 5.315 0.106 0.556
H 4.667 -0.763 3.367
H 4.074 -1.560 1.867
*
```

Values from the calculation:
LUMO = 2.1 eV
frontier orbital gap = 7.110 eV
HOMO = -5.00 eV



No. 5
7 unconnected molecules or ions with the total composition C39H103N6O13. Source: the Open Molecules 2025 dataset; level of theory: ωB97M-V/def2-TZVPD.

Geometry as ORCA input:
```
! wB97M-V def2-TZVPD RIJCOSX def2/J DEFGRID3
* xyz 5 1
C -3.125 8.385 -12.059
C -1.752 7.819 -11.624
C -0.604 8.422 -12.409
O -1.473 7.933 -10.227
H -3.927 7.893 -11.508
H -3.206 8.153 -13.121
H -3.223 9.461 -11.914
H -1.805 6.771 -11.919
H -0.620 7.855 -13.340
H 0.385 8.300 -11.970
H -0.634 9.493 -12.612
C -3.420 12.733 -9.955
O -2.368 11.992 -9.392
C -1.404 11.608 -10.268
C -0.078 11.151 -9.714
N -0.243 10.068 -8.649
H -0.849 9.314 -8.939
H 0.656 9.619 -8.547
C -0.620 10.659 -7.245
C -0.432 9.649 -6.124
O -1.296 8.534 -6.304
C -1.338 7.871 -5.028
H -4.240 12.948 -9.269
H -3.877 12.278 -10.834
H -2.953 13.694 -10.172
H -1.262 12.418 -10.982
H -1.834 10.690 -10.670
H 0.295 12.020 -9.171
H 0.698 10.789 -10.389
H -1.648 11.007 -7.342
H 0.127 11.436 -7.082
H -0.714 10.197 -5.225
H 0.587 9.295 -5.971
H -1.545 8.497 -4.160
H -0.398 7.354 -4.835
H -2.250 7.274 -5.037
C 0.947 19.470 -13.647
O 0.293 18.492 -14.503
C 1.336 17.715 -15.160
C 0.657 16.531 -15.895
N 0.168 15.477 -14.910
H -0.041 14.723 -15.548
H 1.008 15.178 -14.435
C -1.098 15.712 -14.071
C -1.349 14.595 -13.003
O -1.098 13.287 -13.518
C -2.236 12.566 -13.933
H 0.124 19.880 -13.061
H 1.412 20.231 -14.274
H 1.697 19.126 -12.935
H 2.032 17.250 -14.461
H 2.045 18.254 -15.787
H 1.385 15.980 -16.490
H -0.190 16.739 -16.549
H -1.963 15.864 -14.716
H -0.954 16.718 -13.676
H -2.375 14.676 -12.643
H -0.664 14.916 -12.218
H -2.194 12.360 -15.002
H -3.219 13.031 -13.857
H -2.142 11.669 -13.322
C -5.512 9.848 -9.183
O -5.285 8.508 -8.784
C -4.072 8.436 -8.163
C -3.726 6.960 -7.993
N -3.612 6.231 -9.295
H -4.169 6.694 -9.999
H -2.770 6.596 -9.717
C -3.767 4.684 -9.389
C -3.898 4.213 -10.849
O -4.922 4.948 -11.619
C -5.111 4.680 -13.034
H -5.023 10.193 -10.094
H -5.178 10.545 -8.415
H -6.585 10.040 -9.195
H -4.145 8.914 -7.186
H -3.304 9.001 -8.692
H -4.531 6.500 -7.419
H -2.774 6.777 -7.496
H -4.591 4.416 -8.729
H -2.908 4.296 -8.841
H -4.239 3.179 -10.807
H -2.941 4.366 -11.347
H -5.351 3.658 -13.328
H -4.151 4.786 -13.538
H -5.862 5.361 -13.436
C -0.322 5.736 -20.972
O -1.197 5.211 -19.916
C -0.333 4.499 -19.006
C -1.182 4.072 -17.784
N -1.960 5.271 -17.215
H -1.604 6.169 -17.510
H -2.897 5.285 -17.593
C -2.004 5.392 -15.710
C -0.607 5.843 -15.261
O -0.048 6.881 -16.033
C 1.261 7.235 -15.594
H 0.256 6.619 -20.699
H -0.866 6.065 -21.858
H 0.430 5.016 -21.296
H 0.559 4.984 -18.609
H 0.038 3.612 -19.521
H -0.480 3.726 -17.025
H -2.001 3.374 -17.959
H -2.432 4.499 -15.256
H -2.755 6.155 -15.506
H 0.084 5.001 -15.213
H -0.662 6.122 -14.208
H 1.111 7.572 -14.568
H 1.602 8.155 -16.069
H 1.938 6.382 -15.570
C 2.977 9.568 -12.553
O 2.731 9.796 -13.958
C 1.543 10.637 -14.135
C 1.626 11.636 -15.247
N 3.030 12.295 -15.305
H 2.937 13.111 -14.718
H 3.729 11.734 -14.839
C 3.536 12.622 -16.742
C 4.794 13.550 -16.684
O 5.892 12.815 -16.281
C 7.020 13.491 -15.728
H 3.126 10.480 -11.975
H 3.890 8.989 -12.411
H 2.218 9.060 -11.957
H 1.486 11.162 -13.181
H 0.608 10.084 -14.226
H 1.021 12.516 -15.029
H 1.292 11.171 -16.175
H 2.789 13.119 -17.360
H 3.851 11.678 -17.188
H 4.595 14.515 -16.217
H 5.149 13.857 -17.668
H 7.736 12.769 -15.337
H 6.863 13.953 -14.754
H 7.591 14.139 -16.394
C 3.582 4.610 -6.860
O 2.291 4.518 -7.467
C 1.555 5.692 -7.286
C 0.380 5.877 -8.244
N 0.897 6.173 -9.668
H 0.166 6.590 -10.226
H 1.614 6.879 -9.758
C 1.376 4.914 -10.453
C 1.506 5.260 -11.964
O 2.491 6.204 -12.327
C 3.801 5.965 -11.830
H 3.944 3.602 -6.655
H 3.491 5.055 -5.869
H 4.349 5.121 -7.442
H 2.203 6.566 -7.224
H 1.123 5.642 -6.287
H -0.207 6.778 -8.067
H -0.333 5.067 -8.397
H 0.517 4.245 -10.414
H 2.246 4.444 -9.995
H 0.546 5.577 -12.372
H 1.707 4.329 -12.494
H 3.956 4.911 -11.597
H 3.995 6.542 -10.926
H 4.535 6.269 -12.576
*
```

Values from the calculation:
LUMO = -10.8 eV
frontier orbital gap = 7.914 eV
HOMO = -18.76 eV



No. 6
3 unconnected molecules or ions with the total composition C4H12NOSe2. Source: the Open Molecules 2025 dataset; level of theory: ωB97M-V/def2-TZVPD.

Geometry as ORCA input:
```
! wB97M-V def2-TZVPD RIJCOSX def2/J DEFGRID3
* xyz 1 1
C -0.596 -0.915 0.936
C 0.354 -1.168 2.168
C 0.388 0.076 -0.951
C -0.895 1.555 0.209
N -0.034 0.408 0.464
O 1.661 -0.811 1.922
Se 2.166 -0.348 -0.980
Se -0.117 2.213 -1.556
H -1.607 -0.985 1.263
H -0.540 -1.702 0.108
H 0.012 -0.478 2.940
H 0.125 -2.149 2.513
H -0.606 -0.835 -3.456
H -0.443 -0.096 -3.903
H -1.926 1.374 -0.221
H -0.899 2.340 1.032
H 0.722 0.659 1.071
H 2.154 -1.604 1.745
H 1.941 -0.662 -2.327
H -0.886 1.505 -2.448
*
```

Values from the calculation:
LUMO = -4.2 eV
frontier orbital gap = 7.748 eV
HOMO = -11.98 eV



Number 1: electronic energy -2611.00445 Eh. Number 2: electronic energy -5569.43555 Eh. Number 3: electronic energy -794.23905 Eh. Number 4: electronic energy -3508.82763 Eh. Number 5: electronic energy -2852.23946 Eh. Number 6: electronic energy -5091.96742 Eh.